Entry 1:
{
  "formula": "C13H22AlFInNO5S",
  "method": "ωB97M-V/def2-TZVPD",
  "homo_energy_ev": -15.419,
  "gap_ev": 4.614,
  "total_charge": 2,
  "species": ["C", "C", "S", "C", "In", "C", "C", "C", "C", "O", "O", "C", "C", "O", "F", "N", "C", "C", "O", "C", "C", "O", "H", "H", "H", "H", "H", "H", "H", "H", "H", "H", "H", "H", "H", "H", "H", "H", "H", "H", "H", "H", "H", "H", "Al"],
  "xyz": [[-0.91395, 4.44234, 1.05661], [-0.12057, 3.38263, 0.26170], [-0.59748, 1.80859, 0.99499], [0.62723, 0.71605, 0.78195], [-0.39769, -0.97875, -0.50044], [0.99809, -2.69733, -0.58824], [1.74183, -2.86264, 0.74479], [3.00167, -1.97980, 0.80411], [3.15289, -1.51510, 2.22130], [3.06048, -2.25805, 3.17455], [3.33521, -0.18562, 2.38098], [-2.26735, -1.53989, 0.63744], [-1.91350, -1.57311, 2.03046], [-1.45512, -2.52496, 2.66085], [-2.06246, -0.44330, 2.70174], [-0.88803, -0.13689, -2.35107], [-2.06622, 0.63584, -2.31455], [-3.35872, -0.12709, -2.20655], [-2.06849, 1.84661, -2.38830], [0.23244, 0.48825, -3.04741], [0.79852, 1.82380, -2.66628], [0.73465, -0.14878, -3.94809], [-0.48085, 4.51392, 2.04362], [-0.90447, 5.38117, 0.53121], [-1.92504, 4.08114, 1.19915], [-0.36254, 3.42449, -0.79051], [0.94101, 3.49884, 0.43466], [0.82911, 0.17996, 1.70738], [1.52698, 1.07707, 0.30488], [0.38002, -3.56883, -0.76117], [1.70531, -2.58451, -1.39803], [1.08586, -2.52577, 1.54341], [2.01880, -3.89946, 0.87133], [2.88919, -1.11167, 0.16684], [3.84545, -2.58231, 0.50946], [3.19649, -0.02952, 3.32463], [-3.00815, -0.76258, 0.51972], [-2.65125, -2.49260, 0.31920], [-3.99050, 0.11049, -3.04706], [-3.85585, 0.21787, -1.30824], [-3.17485, -1.18721, -2.11866], [1.13769, 1.88234, -1.63726], [1.63402, 2.05031, -3.30611], [0.06468, 2.60452, -2.80593], [-0.47455, -4.45046, 3.25693]],
  "forces_ev_per_a": [[0.11, -1.27, 0.27], [-0.21, 0.60, 0.09], [0.00, -0.11, -0.12], [0.63, 2.12, 1.38], [-0.85, -1.76, -1.63], [0.83, 0.16, 1.05], [-0.17, 0.92, -0.81], [-0.64, 0.06, 0.48], [0.49, -0.85, 1.04], [-0.22, 0.54, -0.61], [-0.61, -0.09, -0.46], [0.06, 0.95, 0.69], [0.25, -1.41, 0.28], [0.13, 0.10, -0.08], [0.10, 0.29, -0.02], [0.25, 0.83, 0.70], [-0.39, 0.03, -0.26], [0.61, -0.02, 0.63], [0.17, 0.21, 0.21], [0.87, -1.18, -1.35], [-0.18, 0.37, -0.05], [-0.56, 0.49, 1.07], [0.13, 0.43, 0.25], [0.02, 0.31, -0.13], [-0.46, 0.33, -0.16], [-0.12, -0.24, -0.29], [0.33, -0.14, -0.20], [-0.29, -1.05, -0.26], [0.17, -0.17, -0.37], [-0.61, 0.09, -0.30], [-0.09, 0.19, -0.41], [-0.13, -0.48, 0.41], [-0.01, -0.33, 0.29], [0.22, 0.10, -0.38], [0.50, 0.12, -0.16], [0.47, 0.16, 0.36], [-0.16, 0.19, -0.33], [0.16, -0.41, -0.32], [-0.14, -0.01, -0.33], [-0.35, 0.15, 0.11], [-0.15, -0.33, -0.24], [0.00, -0.20, 0.21], [0.35, -0.15, -0.24], [-0.30, 0.10, -0.02], [-0.21, 0.38, 0.02]]
}

---

Entry 2:
{
  "formula": "C24H38BCl2N6O7SV",
  "method": "ωB97M-V/def2-TZVPD",
  "de_lowest_kj_mol": 123.1,
  "homo_energy_ev": [-4.636, -6.243],
  "gap_ev": [7.190, 8.795],
  "multiplicity": 4,
  "total_charge": -1,
  "species": ["V", "C", "C", "C", "C", "C", "C", "N", "N", "B", "N", "C", "C", "C", "N", "C", "C", "C", "N", "C", "C", "C", "N", "C", "C", "C", "H", "H", "H", "H", "H", "H", "H", "H", "H", "H", "H", "H", "H", "H", "H", "H", "H", "H", "H", "H", "H", "H", "H", "H", "H", "H", "H", "H", "O", "Cl", "O", "O", "O", "Cl", "C", "C", "O", "O", "H", "H", "O", "S", "C", "C", "C", "C", "H", "H", "H", "H", "H", "H", "H", "H"],
  "xyz": [[-0.07589, 0.16020, -0.48842], [-1.57942, -0.98160, 4.62363], [-1.66951, -1.54378, 3.20493], [-2.67183, -0.79995, 2.33474], [-0.30899, -1.74936, 2.58793], [0.70906, -2.52270, 3.18136], [1.59214, -2.76911, 2.16311], [1.14800, -2.13906, 1.06153], [0.00726, -1.48257, 1.32241], [1.45290, -2.53878, -0.40797], [0.07593, -2.81720, -1.09852], [-0.30516, -3.97244, -1.66350], [-1.56403, -3.80984, -2.20005], [-1.89881, -2.47268, -1.91266], [-0.90757, -1.88863, -1.25462], [-3.17961, -1.75085, -2.23328], [-4.35085, -2.40916, -1.49795], [-3.11274, -0.26208, -1.92078], [2.19811, -1.50466, -1.27025], [3.48436, -1.48013, -1.64123], [3.60435, -0.60672, -2.70180], [2.29667, -0.14803, -2.94187], [1.46418, -0.68073, -2.05214], [1.86422, 0.67746, -4.12346], [2.41633, 2.10342, -4.03498], [0.35117, 0.63068, -4.39331], [-2.57579, -0.89339, 5.06259], [-1.11058, 0.00105, 4.63866], [-0.98532, -1.62952, 5.26966], [-2.06359, -2.56325, 3.30294], [-2.43003, 0.25098, 2.21374], [-3.66758, -0.88108, 2.77690], [-2.70576, -1.23551, 1.33410], [0.75036, -2.90230, 4.18843], [2.48375, -3.37427, 2.12484], [2.09633, -3.55866, -0.37615], [0.34988, -4.82821, -1.64018], [-2.15760, -4.54338, -2.71997], [-3.34828, -1.86512, -3.30999], [-4.23617, -2.27377, -0.41938], [-4.40041, -3.48095, -1.69772], [-5.29817, -1.95637, -1.79862], [-2.89762, -0.08361, -0.86328], [-4.07158, 0.21512, -2.13265], [-2.35468, 0.25749, -2.50632], [4.22155, -2.08546, -1.13820], [4.49681, -0.36186, -3.25365], [2.35921, 0.20442, -4.97802], [2.03848, 2.60667, -3.14646], [2.13016, 2.67962, -4.91831], [3.50657, 2.09148, -3.97113], [-0.12027, 1.59265, -4.20537], [-0.14388, -0.11393, -3.77035], [0.15601, 0.37657, -5.43725], [-2.43197, 3.51982, 1.27126], [-0.48354, 3.09719, -2.17346], [-0.28544, 4.39386, -1.52284], [-1.86254, 2.63987, -1.97030], [0.39932, 2.10667, -1.44461], [5.32762, 0.53074, 0.75895], [3.72482, 0.05586, 1.40502], [2.65750, 1.13207, 1.13999], [2.89230, 2.25363, 1.59933], [1.60405, 0.74932, 0.55517], [3.84807, -0.04628, 2.48028], [3.46485, -0.89605, 0.96367], [-1.01448, 1.49851, 0.99072], [-1.20304, 2.82658, 1.55448], [-1.00289, 2.66413, 3.33089], [0.47301, 2.95717, 3.55833], [0.78031, 4.16534, 2.66708], [0.24466, 3.82962, 1.27515], [-1.34212, 1.67603, 3.61733], [-1.64440, 3.42638, 3.77588], [1.08428, 2.11900, 3.22339], [0.68601, 3.14518, 4.61146], [1.85017, 4.34781, 2.60419], [0.28130, 5.05438, 3.06432], [0.94719, 3.19782, 0.73391], [-0.05712, 4.66824, 0.65870]],
  "forces_ev_per_a": [[0.86, 0.45, 0.36], [-0.03, -0.01, 0.02], [0.00, 0.04, 0.02], [-0.03, -0.02, -0.04], [-0.05, 0.08, -0.04], [-0.05, -0.08, 0.08], [0.13, -0.01, -0.16], [0.37, -0.22, -0.27], [-0.56, 0.11, 0.16], [-0.19, -0.15, -0.03], [0.00, -0.02, -0.02], [-0.04, 0.01, 0.00], [0.00, 0.01, 0.02], [0.02, 0.02, 0.03], [0.06, 0.05, -0.06], [0.02, 0.00, -0.01], [0.01, -0.01, 0.02], [-0.02, 0.00, 0.01], [-0.18, -0.24, 0.02], [0.05, 0.15, -0.13], [-0.01, -0.12, 0.02], [0.04, -0.10, 0.04], [0.02, 0.34, 0.17], [0.01, 0.08, 0.03], [0.01, 0.03, 0.00], [0.00, 0.01, -0.02], [0.01, 0.01, 0.00], [0.03, 0.03, -0.02], [0.00, -0.01, 0.00], [0.02, -0.02, 0.04], [0.02, 0.00, 0.02], [0.00, 0.01, -0.01], [0.02, 0.00, 0.00], [-0.01, 0.00, -0.01], [-0.01, 0.02, 0.00], [0.01, 0.01, -0.02], [-0.01, 0.01, 0.00], [0.01, 0.01, 0.01], [-0.02, -0.02, 0.00], [-0.01, -0.01, -0.01], [-0.01, 0.01, -0.01], [0.01, 0.00, 0.01], [-0.02, 0.00, 0.01], [0.02, 0.01, -0.02], [0.00, -0.01, 0.01], [-0.02, -0.02, -0.02], [-0.01, -0.01, 0.02], [0.02, -0.02, 0.01], [0.01, -0.02, -0.02], [0.00, 0.00, 0.00], [-0.01, 0.00, -0.02], [0.00, -0.01, 0.02], [-0.01, -0.01, -0.01], [0.00, 0.01, 0.01], [-0.03, -0.06, 0.01], [-0.23, 0.07, -0.30], [-0.05, -0.04, -0.10], [0.00, 0.02, -0.02], [-0.21, -0.34, -0.03], [0.02, -0.02, -0.01], [-0.05, 0.00, -0.05], [-0.04, 0.22, 0.19], [-0.03, -0.05, -0.12], [0.49, -0.02, 0.15], [-0.02, -0.03, 0.03], [-0.01, -0.01, -0.05], [-0.40, -0.33, -0.09], [-0.02, 0.25, 0.09], [0.01, 0.08, -0.04], [-0.01, 0.01, -0.02], [-0.05, -0.01, 0.00], [0.08, -0.02, 0.12], [-0.02, -0.06, 0.00], [0.00, -0.02, -0.01], [0.02, -0.03, 0.02], [-0.01, 0.02, -0.01], [0.02, -0.01, 0.00], [0.02, 0.02, 0.01], [0.02, 0.02, -0.01], [0.01, 0.00, 0.04]]
}

---

Ordered total energy results: -50870.0997; -111023.1821; unit eV.
Ordered molecular weight results: 465.19; 687.33; unit g/mol.